Below is a cluster of 2 separate species, C5H9NO in total in a non-equilibrium geometry, with properties calculated with ωB97M-V/def2-TZVPD.

The geometry in XYZ format:
```
16
Properties=species:S:1:pos:R:3:forces:R:3
C 0.39745 1.60087 0.74758 -0.040 0.041 0.029
C 1.13355 0.33481 0.38831 -0.030 0.250 -0.188
N 0.95654 -0.80332 1.28493 -0.094 -0.085 -0.003
C 0.42343 -0.87917 -0.08632 -0.690 0.332 -0.526
C -1.15417 -0.95792 -0.19726 -1.575 -0.018 1.220
C -0.92464 -0.29173 -2.12794 1.262 0.785 -4.444
O -1.43523 0.60204 -2.62949 -0.051 -0.025 0.505
H -0.53201 1.37027 1.27597 0.139 0.030 -0.096
H 1.00807 2.22214 1.40981 -0.070 -0.051 -0.080
H 0.15795 2.18308 -0.14946 0.050 -0.064 0.123
H 2.12963 0.49368 -0.03065 -0.187 -0.077 0.086
H 1.82021 -1.33379 1.39879 -0.337 0.031 -0.198
H 0.98147 -1.50958 -0.78896 -0.504 0.240 0.183
H -1.51926 -0.57640 0.73418 -0.158 -0.519 1.282
H -1.39438 -2.00710 -0.36829 -0.132 -0.055 0.417
H -2.04480 -0.44035 -0.84357 2.415 -0.816 1.689
```
Positions in Å, forces in eV/Å.

Summary:
**HOMO**: -9.65 eV
**LUMO**: 0.9 eV
**E**: -325.7737 hartree
**ΔE to the lowest compared entry with this formula, charge and spin**: 430.1 kJ/mol
**Orbital gap**: 10.59 eV